No. 1
21
Properties=species:S:1:pos:R:3 method="wB97M-V/def2-TZVPD" gap_ev=10.462 fmax_ev_per_a=1.198 e_tot_ev=-12453.941 homo_energy_ha=-0.358 smiles="C[C@@H](CN)[N@@H+](C)C(=O)[O-]"
C -0.3022 1.8790 0.0808
C -0.4342 0.3963 0.4218
C -1.7183 -0.2231 -0.1614
N -1.9962 -1.6058 0.1926
N 0.7605 -0.3961 0.0198
C 1.2141 -0.2402 -1.3679
C 1.9656 -0.2728 1.0848
O 1.8774 -1.4518 1.5615
O 2.6250 0.7107 1.2087
H -1.1094 2.4360 0.5583
H 0.6487 2.2732 0.4376
H -0.3725 2.0489 -0.9951
H -0.4857 0.2881 1.5108
H -1.7039 -0.1438 -1.2520
H -2.5576 0.3925 0.1726
H -1.2789 -2.2339 -0.1490
H -2.0644 -1.7277 1.1967
H 0.9198 -1.5020 0.6338
H 0.3883 -0.3879 -2.0636
H 1.6452 0.7502 -1.5200
H 1.9786 -0.9899 -1.5706

No. 2
21
Properties=species:S:1:pos:R:3 method="wB97M-V/def2-TZVPD" gap_ev=8.164 fmax_ev_per_a=2.928 e_tot_ev=-12451.810 homo_energy_ha=-0.272
C -0.5352 -1.2003 -1.1091
C -1.0080 1.1714 -1.1593
N -0.4839 0.0608 -0.3662
C 1.3446 0.3254 0.1889
C 2.3410 -0.3540 -0.4358
H 1.4222 1.4046 0.2507
H 0.1433 -1.1264 -1.9599
H -1.5495 -1.3988 -1.4520
H -0.2116 -2.0174 -0.4700
H -1.0579 2.0678 -0.5492
H -2.0120 0.9432 -1.5220
H -0.3511 1.3343 -2.0168
H 3.1608 0.1852 -0.8817
H 2.3171 -1.4285 -0.5476
C -0.9643 -0.1098 1.1246
N 0.7583 -0.1595 1.6062
O -1.4028 1.1488 1.5690
O -1.5476 -1.1326 1.4697
H -2.1801 0.9672 2.1129
H 0.8952 -1.1529 1.7649
H 0.9214 0.4716 2.3827

No. 3
22
Properties=species:S:1:pos:R:3 method="wB97M-V/def2-TZVPD" gap_ev=8.987 fmax_ev_per_a=3.349 e_tot_ev=-14501.491 homo_energy_ha=-0.312 smiles="CC/N=C(/N)OC.O=CO"
C 1.3819 2.1430 -0.4643
C 1.4218 1.1317 -1.6076
N 1.3869 -0.2413 -1.1364
C 0.2605 -0.7652 -0.8424
N 0.1952 -1.8518 -0.0011
O -0.8916 -0.1380 -1.1245
C -2.1458 -0.7055 -0.7825
H 0.4197 2.0900 0.0649
H 2.1921 1.9512 0.2542
H 1.5011 3.1655 -0.8492
H 0.5966 1.3418 -2.3085
H 2.3565 1.2662 -2.1723
H 1.0752 -2.3334 0.1232
H -0.6449 -2.2584 0.5618
H -2.3103 -1.6678 -1.2886
H -2.2375 -0.8262 0.3048
H -2.9038 0.0066 -1.1232
O -0.9242 0.7166 2.1444
C -0.0994 -0.1613 2.2131
O -0.3420 -1.4025 2.8922
H 0.9490 -0.0688 1.8796
H -1.2370 -1.3923 3.2622